Record 1
Molecular formula: C6H12O
Method: DFT, the ωB97M-V functional and the def2-TZVPD basis

Last columns: bonded neighbours and bond lengths (Å).
Atoms and positions in Å:
1 C -1.89 -0.98 -0.66  C2 1.529, H8 1.096, H9 1.095, H10 1.098
2 C -0.77 -0.02 -0.25  C1 1.529, C3 1.531, C4 1.512, H11 1.097
3 C -1.30 1.14 0.61  C2 1.531, H12 1.098, H13 1.095, H14 1.096
4 C 0.30 -0.75 0.53  C2 1.512, O5 1.419, C6 1.465, H15 1.095
5 O 1.21 -1.58 -0.17  C4 1.419, C6 1.429
6 C 1.72 -0.42 0.47  C4 1.465, O5 1.429, C7 1.509, H16 1.092
7 C 2.29 0.66 -0.43  C6 1.509, H17 1.093, H18 1.095, H19 1.096
8 H -2.66 -0.47 -1.24  C1 1.096
9 H -1.48 -1.80 -1.27  C1 1.095
10 H -2.37 -1.42 0.23  C1 1.098
11 H -0.33 0.39 -1.16  C2 1.097
12 H -1.59 0.78 1.61  C3 1.098
13 H -2.18 1.60 0.16  C3 1.095
14 H -0.54 1.91 0.74  C3 1.096
15 H -0.07 -1.19 1.46  C4 1.095
16 H 2.32 -0.64 1.36  C6 1.092
17 H 1.86 0.59 -1.43  C7 1.093
18 H 3.38 0.54 -0.52  C7 1.095
19 H 2.10 1.66 -0.02  C7 1.096

Properties
Lowest unoccupied orbital energy ... 1.102 eV
SMILES ... CC(C)[C@H]1O[C@H]1C
Energy ... -311.0185 Ha
Orbital gap ... 0.4102 Eh
Relative energy (zero: lowest compared OMol25 entry of this formula, charge and spin) ... 107.09 kJ/mol
HOMO level ... -0.3698 Eh

---

Record 2
Molecular formula: C6H12O
Method: DFT, the ωB97M-V functional and the def2-TZVPD basis

Last columns: bonded neighbours and bond lengths (Å).
Atoms and positions in Å:
1 C -2.24 0.66 0.04  C2 1.523, H8 1.096, H9 1.097, H10 1.095
2 C -1.09 -0.26 0.43  C1 1.523, C3 1.528, C7 1.540, H11 1.097
3 C -0.53 -1.09 -0.73  C2 1.528, O4 1.412, H12 1.094, H13 1.105
4 O 0.73 -1.53 -0.29  C3 1.412, C5 1.430
5 C 1.34 -0.43 0.40  O4 1.430, C6 1.525, C7 1.549, H14 1.096
6 C 2.29 0.30 -0.54  C5 1.525, H15 1.094, H16 1.096, H17 1.097
7 C 0.18 0.45 0.92  C2 1.540, C5 1.549, H18 1.098, H19 1.094
8 H -3.07 0.09 -0.41  C1 1.096
9 H -1.91 1.41 -0.69  C1 1.097
10 H -2.64 1.19 0.91  C1 1.095
11 H -1.43 -0.96 1.20  C2 1.097
12 H -1.13 -1.97 -0.98  C3 1.094
13 H -0.45 -0.47 -1.64  C3 1.105
14 H 1.91 -0.87 1.23  C5 1.096
15 H 3.10 -0.36 -0.86  C6 1.094
16 H 2.73 1.18 -0.05  C6 1.096
17 H 1.76 0.64 -1.43  C6 1.097
18 H 0.24 1.46 0.48  C7 1.098
19 H 0.20 0.56 2.00  C7 1.094

Properties
Lowest unoccupied orbital energy ... 1.107 eV
SMILES ... C[C@H]1CO[C@@H](C)C1
Energy ... -311.0464 Ha
Orbital gap ... 0.3931 Eh
Relative energy (zero: lowest compared OMol25 entry of this formula, charge and spin) ... 33.69 kJ/mol
HOMO level ... -0.3524 Eh